Entry 1:
This record from OMol25 describes a 3-piece molecular cluster, C4H10O3 overall at a distorted geometry. The level of theory is wB97M-V/def2-TZVPD.

Geometry as XYZ:
```
17
Properties=species:S:1:pos:R:3:mulliken_charge:R:1
C 1.008 -1.734 1.650 -0.847
C 0.321 -1.321 0.556 0.079
O 1.010 -0.355 -0.269 -0.399
C -1.121 -1.330 0.420 -0.479
C -1.771 -1.452 -0.834 -0.696
H 1.837 -1.144 2.029 0.245
H 0.515 -2.461 2.285 0.320
H 0.909 0.510 0.129 0.123
H -1.649 -1.008 1.314 0.305
H -1.327 -1.016 -1.740 0.170
H -2.528 -2.169 -1.153 0.188
H 0.935 2.294 0.904 0.344
H 0.366 3.718 1.246 0.305
O 0.422 2.806 1.533 -0.637
H 0.482 1.231 -3.429 0.300
H -0.061 1.680 -2.001 0.331
O 0.653 1.751 -2.640 -0.650
```

Summary:
* relative energy (zero: lowest compared OMol25 entry of this formula, charge and spin): 217.21 kJ/mol
* 2S+1: 2
* frontier orbital gap (alpha / beta): 3.83 / 5.53 eV
* net charge: -1
* F_max: 0.0573 Eh/bohr
* DFT total energy: -383.99238 Eh



Entry 2:
This record from OMol25 describes C34H27Br2CdFN2OP as an isolated structure at a distorted geometry. The level of theory is wB97M-V/def2-TZVPD.

Geometry as XYZ:
```
69
Properties=species:S:1:pos:R:3:mulliken_charge:R:1
Cd 6.848 12.578 14.783 1.177
Br 10.256 8.248 19.769 -0.285
C 9.133 9.621 19.033 -0.022
C 7.773 9.431 18.961 -0.371
C 6.995 10.225 18.177 -0.295
C 7.536 11.422 17.612 0.297
O 6.794 12.217 16.930 -1.208
C 8.977 11.699 17.879 0.004
C 9.629 12.685 17.067 -0.187
N 9.189 13.170 15.974 0.471
C 9.830 14.294 15.486 -0.111
C 11.216 14.545 15.620 -0.366
C 11.793 15.681 15.080 -0.838
C 11.095 16.647 14.428 -0.780
C 9.719 16.488 14.137 0.994
C 8.884 17.405 13.416 -0.539
C 7.539 17.146 13.232 -0.799
C 7.050 15.895 13.671 -0.262
N 7.781 15.043 14.344 -0.227
C 9.069 15.266 14.712 0.380
C 9.749 10.725 18.473 -0.507
H 7.339 8.565 19.469 0.375
H 5.955 9.958 17.955 0.358
H 10.677 12.950 17.312 0.108
H 11.794 13.852 16.199 0.422
H 12.823 15.834 15.363 0.346
H 11.582 17.484 13.936 0.326
H 9.322 18.289 13.023 0.421
H 6.807 17.897 12.938 0.401
H 6.022 15.530 13.449 0.480
H 10.861 10.751 18.447 0.323
Br 4.832 9.879 15.186 -0.131
C 6.273 8.839 14.637 0.171
C 6.216 7.477 14.825 -0.383
C 7.100 6.525 14.260 -0.788
C 8.144 6.976 13.478 -0.592
C 8.305 8.362 13.257 0.912
C 9.319 8.729 12.302 -0.741
C 9.668 10.036 12.242 -0.568
C 8.933 11.001 12.962 0.472
C 7.843 10.734 13.779 -1.212
C 7.430 9.369 13.906 0.877
H 5.480 7.065 15.535 0.299
H 6.890 5.468 14.330 0.376
H 8.898 6.256 13.111 0.235
H 9.842 7.890 11.813 0.281
H 10.618 10.344 11.766 0.322
H 9.329 12.076 12.909 0.156
F 5.494 13.449 13.328 -0.743
C 5.575 12.972 10.183 -0.904
P 6.292 13.924 8.774 0.069
C 4.884 13.929 7.538 -1.165
C 7.219 12.525 8.078 0.600
C 6.530 11.561 7.237 -0.326
C 7.299 10.630 6.514 -0.457
C 8.703 10.546 6.661 -0.579
C 9.362 11.543 7.397 -0.398
C 8.600 12.570 8.007 -0.421
H 4.868 12.191 9.816 0.361
H 4.909 13.676 10.769 0.297
H 6.332 12.507 10.830 0.239
H 4.172 13.103 7.710 0.268
H 5.361 13.827 6.597 0.366
H 4.416 14.902 7.710 0.392
H 5.474 11.357 7.426 0.227
H 6.689 10.008 5.883 0.329
H 9.335 9.893 6.072 0.364
H 10.429 11.509 7.433 0.421
H 9.150 13.377 8.501 0.287
```

Summary:
* relative energy (zero: lowest compared OMol25 entry of this formula, charge and spin): 230.67 kJ/mol
* frontier orbital gap: 6.63 eV
* net charge: -1
* F_max: 0.0580 Eh/bohr
* DFT total energy: -7253.57517 Eh



Entry 3:
This record from OMol25 describes one molecule with the formula C19H23N3O5S at a distorted geometry. The level of theory is wB97M-V/def2-TZVPD.

Geometry as XYZ:
```
51
Properties=species:S:1:pos:R:3:mulliken_charge:R:1
C -0.995 -0.936 -2.009 -1.162
N -1.193 -1.198 -0.607 0.696
S -1.264 0.069 0.438 1.622
O -0.428 1.120 -0.056 -0.761
O -1.032 -0.431 1.763 -0.750
C -2.977 0.619 0.343 -0.173
C -3.357 1.409 -0.729 -0.517
C -4.682 1.780 -0.863 -0.624
C -5.602 1.343 0.084 0.044
C -5.220 0.555 1.164 -0.639
C -3.891 0.190 1.288 -0.368
H -3.546 -0.405 2.119 0.495
H -5.963 0.246 1.883 0.488
N -6.993 1.724 -0.054 1.017
O -7.766 1.327 0.788 -0.611
O -7.291 2.409 -1.005 -0.608
H -5.019 2.400 -1.680 0.483
H -2.607 1.740 -1.429 0.509
C -1.877 -2.409 -0.220 -0.945
H -2.231 -2.252 0.800 0.456
C -0.947 -3.624 -0.243 -0.783
H -0.615 -3.824 -1.262 0.368
H -1.502 -4.491 0.119 0.442
C 0.284 -3.372 0.626 -0.415
C 1.217 -2.397 -0.084 0.355
O 1.597 -2.595 -1.223 -0.683
N 1.622 -1.353 0.663 -0.136
H 1.116 -1.132 1.508 0.353
C 2.462 -0.302 0.129 -0.615
C 3.527 0.109 1.151 -0.945
C 4.375 1.217 0.596 0.456
C 3.902 2.524 0.595 -0.237
C 4.664 3.548 0.061 -0.648
C 5.909 3.278 -0.481 -0.406
C 6.386 1.979 -0.489 -0.565
C 5.622 0.956 0.045 -0.362
H 5.999 -0.057 0.036 0.355
H 7.356 1.762 -0.912 0.369
H 6.505 4.077 -0.896 0.370
H 4.286 4.560 0.069 0.371
H 2.930 2.737 1.016 0.388
H 4.145 -0.756 1.395 0.357
H 3.025 0.446 2.062 0.415
H 1.850 0.567 -0.136 0.291
H 2.928 -0.695 -0.777 0.320
H 0.830 -4.309 0.759 0.399
H -0.009 -2.987 1.603 0.260
H -2.744 -2.579 -0.873 0.258
H -0.293 -1.663 -2.420 0.391
H -1.939 -0.976 -2.564 0.283
H -0.554 0.053 -2.093 0.343
```

Summary:
* relative energy (zero: lowest compared OMol25 entry of this formula, charge and spin): 347.46 kJ/mol
* frontier orbital gap: 7.88 eV
* F_max: 0.0246 Eh/bohr
* structure (SMILES): CN(CCCC(=O)NCCc1ccccc1)S(=O)(=O)c1ccc([N+](=O)[O-])cc1
* DFT total energy: -1676.39838 Eh



Entry 4:
This record from OMol25 describes one molecule with the formula C25H30N4O3S2 at a distorted geometry. The level of theory is wB97M-V/def2-TZVPD.

Geometry as XYZ:
```
64
Properties=species:S:1:pos:R:3:mulliken_charge:R:1
C -6.478 5.321 -0.176 -1.410
C -5.698 4.341 -0.999 0.947
C -6.343 3.283 -1.629 -0.590
C -5.637 2.385 -2.405 -0.630
C -4.264 2.527 -2.575 0.586
C -3.613 3.579 -1.943 -0.270
C -4.326 4.474 -1.166 -0.710
H -3.806 5.288 -0.682 0.335
H -2.544 3.684 -2.056 0.427
C -3.498 1.545 -3.395 -1.262
H -2.548 1.948 -3.740 0.452
H -4.086 1.162 -4.229 0.534
S -3.078 0.049 -2.412 -0.150
C -1.668 0.641 -1.598 0.428
N -1.044 1.759 -1.863 -0.398
N -0.011 1.843 -1.025 -0.821
C 0.011 0.776 -0.265 0.279
N -1.049 -0.043 -0.587 0.421
C -1.573 -1.272 -0.035 -0.215
H -2.628 -1.287 -0.337 0.543
C -1.513 -1.385 1.491 -0.778
C -1.622 -2.890 1.714 -0.898
H -1.303 -3.183 2.712 0.458
C -0.725 -3.483 0.626 -0.028
H -1.009 -4.505 0.383 0.488
H 0.309 -3.501 0.973 -0.170
C -0.893 -2.548 -0.582 -1.143
H 0.061 -2.312 -1.054 0.388
H -1.525 -2.998 -1.348 0.368
H -2.656 -3.210 1.571 0.326
H -2.317 -0.824 1.967 0.373
H -0.562 -1.021 1.876 0.293
C 1.058 0.587 0.726 0.145
C 1.655 -0.648 0.969 -0.086
C 2.651 -0.747 1.917 -0.115
C 3.099 0.352 2.622 -0.411
C 2.536 1.591 2.354 -0.949
C 1.528 1.708 1.413 -0.525
H 1.084 2.667 1.195 0.527
H 2.879 2.465 2.885 0.412
H 3.864 0.220 3.370 0.561
S 3.414 -2.349 2.159 1.216
O 3.962 -2.421 3.478 -0.758
O 2.491 -3.359 1.729 -0.711
N 4.694 -2.379 1.092 0.030
C 5.789 -1.486 1.391 -0.429
H 6.001 -1.572 2.456 0.403
C 6.994 -1.916 0.550 -0.727
H 7.821 -1.215 0.672 0.346
O 6.676 -1.917 -0.822 -0.393
C 5.608 -2.792 -1.098 -0.758
H 5.428 -2.727 -2.172 0.350
C 4.355 -2.395 -0.312 -0.272
H 3.560 -3.127 -0.449 0.394
H 4.014 -1.403 -0.648 0.247
H 5.888 -3.821 -0.830 0.376
H 7.310 -2.921 0.863 0.368
H 5.527 -0.444 1.145 0.309
H 1.360 -1.538 0.443 0.533
H -6.151 1.563 -2.883 0.374
H -7.410 3.162 -1.508 0.374
H -5.819 5.912 0.454 0.347
H -7.028 6.001 -0.828 0.288
H -7.201 4.806 0.454 0.359
```

Summary:
* relative energy (zero: lowest compared OMol25 entry of this formula, charge and spin): 133.33 kJ/mol
* frontier orbital gap: 8.61 eV
* F_max: 0.0247 Eh/bohr
* structure (SMILES): Cc1ccc(CSc2nnc(-c3cccc(S(=O)(=O)N4CCOCC4)c3)n2C2CCCC2)cc1
* DFT total energy: -2211.76045 Eh



Entry 5:
This record from OMol25 describes a 6-piece molecular cluster, C45H97N5O6 overall at a distorted geometry. The level of theory is wB97M-V/def2-TZVPD.

Geometry as XYZ:
```
153
Properties=species:S:1:pos:R:3:mulliken_charge:R:1
C 11.353 28.282 -21.524 -1.756
C 11.103 28.275 -22.995 1.570
C 12.048 29.241 -23.738 -1.140
C 13.426 28.693 -24.019 -0.929
C 13.430 27.298 -24.517 -1.010
C 12.438 26.261 -23.895 1.439
N 11.185 26.894 -23.555 0.331
O 10.292 26.030 -23.076 -0.484
C 12.233 25.093 -24.882 -1.896
C 13.158 25.689 -22.506 -1.671
C 9.700 28.845 -23.213 -1.952
H 10.658 27.740 -20.883 0.398
H 11.250 29.233 -21.000 0.441
H 12.313 27.935 -21.142 0.295
H 11.571 29.326 -24.714 0.401
H 12.085 30.228 -23.276 0.485
H 13.969 28.720 -23.075 0.356
H 14.119 29.313 -24.587 0.413
H 14.454 26.987 -24.306 0.389
H 13.261 27.314 -25.594 0.396
H 13.151 24.838 -25.410 0.389
H 11.759 24.164 -24.566 0.348
H 11.495 25.428 -25.611 0.491
H 12.490 25.242 -21.769 0.290
H 13.893 25.049 -22.994 0.486
H 13.817 26.334 -21.924 0.373
H 8.970 28.493 -22.484 0.418
H 9.181 28.549 -24.125 0.424
H 9.751 29.933 -23.222 0.374
H 9.664 25.875 -23.786 0.334
C 18.144 22.525 -31.959 -1.670
C 19.309 22.992 -30.971 1.717
C 20.670 22.832 -31.648 -1.481
C 20.992 23.838 -32.727 -0.512
C 20.931 25.224 -31.992 -1.368
C 19.484 25.524 -31.412 1.348
N 19.114 24.459 -30.479 0.190
O 17.784 24.657 -30.016 -0.402
C 19.627 26.791 -30.522 -1.923
C 18.451 26.028 -32.495 -1.583
C 19.204 22.018 -29.792 -1.968
H 17.137 22.687 -31.574 0.375
H 18.331 21.503 -32.290 0.450
H 18.221 23.014 -32.930 0.356
H 21.470 22.731 -30.914 0.414
H 20.737 21.791 -31.965 0.527
H 20.180 23.821 -33.455 0.257
H 21.860 23.542 -33.316 0.410
H 21.171 25.976 -32.743 0.464
H 21.708 25.464 -31.266 0.425
H 19.914 27.704 -31.043 0.397
H 18.700 26.992 -29.984 0.387
H 20.323 26.601 -29.705 0.450
H 18.797 26.717 -33.265 0.350
H 18.112 25.142 -33.033 0.363
H 17.660 26.516 -31.926 0.491
H 19.534 21.008 -30.033 0.365
H 18.179 21.999 -29.422 0.381
H 19.727 22.493 -28.961 0.469
H 17.242 24.703 -30.807 0.322
C 20.216 25.976 -18.503 -2.010
C 20.309 27.513 -18.694 1.624
C 21.412 27.929 -17.716 -1.275
C 22.204 29.177 -17.956 -0.707
C 22.534 29.346 -19.469 -1.162
C 21.294 29.084 -20.463 1.221
N 20.618 27.815 -20.136 0.196
O 19.617 27.513 -20.945 -0.432
C 20.380 30.353 -20.574 -1.595
C 21.981 28.992 -21.882 -1.693
C 18.968 28.157 -18.177 -1.714
H 21.040 25.425 -18.956 0.472
H 19.286 25.693 -18.995 0.488
H 20.077 25.608 -17.486 0.375
H 21.050 28.131 -16.708 0.322
H 22.085 27.071 -17.714 0.477
H 23.049 29.066 -17.277 0.405
H 21.598 29.992 -17.560 0.348
H 23.294 28.606 -19.721 0.386
H 22.946 30.324 -19.717 0.457
H 20.877 31.278 -20.866 0.390
H 19.529 29.979 -21.143 0.383
H 19.827 30.474 -19.643 0.370
H 22.866 28.357 -21.906 0.416
H 21.320 28.462 -22.568 0.375
H 22.454 29.894 -22.270 0.372
H 18.363 28.492 -19.020 0.331
H 19.138 29.039 -17.559 0.328
H 18.449 27.363 -17.641 0.475
H 20.011 27.139 -21.736 0.376
C 29.044 20.991 -19.523 -1.796
C 27.910 22.060 -19.834 1.422
C 28.634 23.340 -19.715 -1.070
C 27.857 24.478 -20.382 -0.822
C 27.417 24.199 -21.866 -0.986
C 26.737 22.858 -22.103 1.401
N 27.537 21.902 -21.305 0.173
O 27.188 20.585 -21.547 -0.451
C 25.306 22.825 -21.460 -1.697
C 26.668 22.556 -23.642 -1.752
C 26.744 21.928 -18.776 -1.831
H 29.895 21.298 -20.131 0.427
H 28.797 19.983 -19.856 0.488
H 29.325 20.921 -18.472 0.393
H 28.792 23.629 -18.676 0.366
H 29.616 23.376 -20.187 0.441
H 28.448 25.392 -20.333 0.416
H 26.995 24.602 -19.726 0.273
H 28.231 24.303 -22.585 0.417
H 26.699 25.015 -21.933 0.350
H 25.142 23.566 -20.676 0.338
H 24.700 23.165 -22.300 0.549
H 24.889 21.886 -21.097 0.209
H 25.810 21.979 -23.987 0.412
H 26.316 23.406 -24.227 0.441
H 27.602 22.120 -23.996 0.385
H 27.135 21.576 -17.822 0.478
H 26.144 21.072 -19.086 0.391
H 26.156 22.819 -18.558 0.271
H 28.018 20.154 -21.331 0.365
C 15.746 18.604 -21.915 -1.580
C 15.939 17.088 -22.115 1.291
C 15.512 16.801 -23.624 -1.146
C 16.537 17.130 -24.721 -0.585
C 17.861 16.486 -24.284 -1.390
C 18.406 16.948 -22.889 1.432
N 17.348 16.730 -21.881 0.330
O 17.753 16.930 -20.565 -0.478
C 19.625 16.051 -22.562 -1.815
C 18.910 18.479 -23.066 -1.661
C 14.822 16.356 -21.205 -1.692
H 14.756 18.970 -22.190 0.416
H 16.418 19.312 -22.401 0.256
H 15.986 18.968 -20.916 0.379
H 15.147 15.782 -23.757 0.423
H 14.638 17.356 -23.966 0.358
H 16.738 18.190 -24.873 0.314
H 16.191 16.599 -25.608 0.388
H 18.591 16.503 -25.093 0.474
H 17.659 15.415 -24.238 0.467
H 19.529 14.998 -22.827 0.418
H 20.472 16.367 -23.171 0.373
H 20.060 15.945 -21.568 0.402
H 19.680 18.505 -23.837 0.394
H 18.185 19.235 -23.369 0.340
H 19.406 18.736 -22.130 0.397
H 13.798 16.450 -21.565 0.343
H 14.808 16.541 -20.131 0.327
H 15.087 15.303 -21.306 0.479
H 17.961 16.042 -20.267 0.347
O 19.604 25.050 -25.764 -0.645
H 19.703 24.100 -25.707 0.313
H 19.191 25.198 -26.615 0.333
```

Summary:
* relative energy (zero: lowest compared OMol25 entry of this formula, charge and spin): 708.17 kJ/mol
* frontier orbital gap: 7.97 eV
* F_max: 0.1056 Eh/bohr
* structure (SMILES): CC1(C)CCCC(C)(C)N1O.CC1(C)CCCC(C)(C)N1O.CC1(C)CCCC(C)(C)N1O.CC1(C)CCCC(C)(C)N1O.CC1(C)CCCC(C)(C)N1O.O
* DFT total energy: -2497.55411 Eh



Entry 6:
This record from OMol25 describes a 2-piece molecular cluster, C5H15NO2 overall at a distorted geometry. The level of theory is wB97M-V/def2-TZVPD.

Geometry as XYZ:
```
23
Properties=species:S:1:pos:R:3:mulliken_charge:R:1
C -0.880 1.842 -1.670 -0.486
O -1.064 2.548 -0.453 -0.524
C 0.130 0.697 -1.567 -0.476
C -0.075 -0.020 -0.222 0.049
C 0.923 -1.153 -0.065 -0.762
C 0.343 -2.511 0.148 -0.564
N -0.564 -2.726 1.304 -0.566
H -0.458 2.803 -2.171 0.250
H -2.085 1.690 -2.102 0.221
H -1.477 2.007 0.296 0.331
H 1.243 1.093 -1.677 0.284
H 0.048 0.026 -2.438 0.350
H -1.001 -0.420 -0.265 0.647
H 0.203 0.725 0.595 -0.483
H 1.421 -1.016 0.892 0.349
H 1.699 -1.172 -0.862 0.367
H 1.225 -3.228 0.198 0.282
H -0.210 -2.623 -0.819 0.299
H -0.637 -1.850 1.683 0.197
H -0.208 -3.273 2.065 0.263
H 1.052 1.706 2.534 0.286
H 0.088 2.641 1.893 0.321
O 0.285 2.216 2.704 -0.633
```

Summary:
* relative energy (zero: lowest compared OMol25 entry of this formula, charge and spin): 286.45 kJ/mol
* frontier orbital gap: 10.28 eV
* F_max: 0.0946 Eh/bohr
* structure (SMILES): NCCCCCO.O
* DFT total energy: -404.64596 Eh



Entry 7:
This record from OMol25 describes C2H3Na2O as an isolated structure at a distorted geometry. The level of theory is wB97M-V/def2-TZVPD.

Geometry as XYZ:
```
8
Properties=species:S:1:pos:R:3:mulliken_charge:R:1
O 0.236 1.357 -1.807 -0.423
C -0.194 0.141 -1.784 0.086
Na 1.881 -1.067 1.665 0.436
Na 0.595 1.882 1.763 0.484
H 0.674 -0.584 -1.859 0.089
C -0.655 -0.345 0.691 -1.012
H -1.692 0.053 0.684 0.194
H -0.845 -1.436 0.646 0.146
```

Summary:
* 2S+1: 2
* frontier orbital gap (alpha / beta): 4.10 / 3.99 eV
* F_max: 0.1162 Eh/bohr
* DFT total energy: -477.58031 Eh



Entry 8:
This record from OMol25 describes an isolated ion of composition C2H8N3S and charge +1 at a distorted geometry. The level of theory is wB97M-V/def2-TZVPD.

Geometry as XYZ:
```
14
Properties=species:S:1:pos:R:3:mulliken_charge:R:1
C 0.274 0.068 0.830 -0.117
C -0.882 -0.187 -0.182 -0.519
N 0.979 1.731 -0.589 -0.381
N 1.144 0.960 0.554 0.211
N -1.818 -1.286 0.115 -0.317
S -1.972 1.306 -0.230 -0.385
H 0.023 -0.182 1.852 0.327
H -0.328 -0.414 -1.193 0.365
H -0.129 1.839 -0.660 0.184
H 1.751 2.155 -1.021 0.215
H 2.034 1.028 1.054 0.304
H -2.316 -1.655 -0.656 0.321
H -2.631 -0.968 0.823 0.426
H -1.310 -2.074 0.536 0.366
```

Summary:
* relative energy (zero: lowest compared OMol25 entry of this formula, charge and spin): 297.02 kJ/mol
* frontier orbital gap (alpha / beta): 7.53 / 7.53 eV
* net charge: +1
* F_max: 0.0813 Eh/bohr
* structure (SMILES): N/[NH+]=C\[C@@H]([NH3+])[S-]
* DFT total energy: -643.08846 Eh